A molecular structure, C37H55F6IrP2SbSi. Source: OMol25; level of theory: ωB97M-V/def2-TZVPD.

The net charge is +3. As for the HOMO-LUMO gap (spin up / spin down): 8.2 / 2.9 eV. As for the multiplicity: 5.

Structure (XYZ):
```
103
Properties=species:S:1:pos:R:3:forces:R:3
Ir -0.320277 0.587610 -0.179727 0.3 -1.0 0.2
C -0.022262 1.518983 3.198319 -0.6 -0.8 -2.6
Si 0.613679 0.241348 1.915354 -0.7 -0.9 1.2
C -0.166083 -1.482936 2.429594 -0.1 1.7 0.9
C 0.563126 -2.239680 3.269044 -1.1 -3.0 1.8
C -0.157100 -3.321491 4.007879 2.9 1.0 -0.6
C -1.576607 -3.519346 3.921050 0.9 0.4 -0.6
C -2.322250 -2.628743 3.083143 0.3 -1.4 1.4
C -1.637712 -1.651930 2.371149 1.5 0.5 -2.1
P -2.284099 -0.651591 0.836799 0.5 -0.4 1.5
C -3.670559 0.437148 1.461182 0.9 0.9 -1.7
C -3.482202 0.945075 2.920232 -1.2 -2.1 1.2
C -4.825986 1.447924 3.584100 1.8 -0.3 0.1
C -5.639293 1.986584 2.461214 -2.1 1.6 0.1
C -6.192720 0.781620 1.710834 1.6 1.2 -2.7
C -5.028936 -0.051532 0.962850 -1.8 0.2 1.6
C -2.934613 -2.010011 -0.218258 1.1 1.5 -2.0
C -1.847236 -3.045505 -0.485420 -0.3 -2.2 0.5
C -0.700698 -2.709622 -1.564464 -1.2 1.3 3.4
C -1.191169 -2.051828 -2.806397 0.0 1.1 -2.3
C -2.258596 -0.953916 -2.558413 -0.1 -1.1 1.8
C -3.395556 -1.399142 -1.575195 0.1 1.3 -0.2
C 2.521416 0.207456 1.965508 -3.0 -0.3 0.4
C 3.313139 0.088697 3.094763 -3.0 0.4 1.9
C 4.614155 0.229448 2.917168 4.2 -0.8 1.1
C 5.265652 0.430421 1.704535 -0.2 0.9 0.3
C 4.487021 0.627308 0.597802 0.3 -0.9 -0.4
C 3.046435 0.429547 0.758297 2.6 1.1 -3.8
P 1.989905 0.387698 -0.792068 -0.3 -0.2 2.6
C 2.583395 1.850383 -1.688892 0.7 0.4 0.7
C 2.104709 1.906000 -3.115935 0.3 -1.9 -0.6
C 1.557009 3.247655 -3.463104 -0.4 2.4 -0.9
C 2.562815 4.339695 -3.063735 -0.8 -1.1 0.9
C 2.606321 4.441769 -1.548204 0.8 -1.0 -0.3
C 2.207084 3.103367 -0.878834 -0.1 0.6 -0.7
C 2.411071 -1.216953 -1.557477 -0.4 0.0 -2.0
C 2.598741 -2.268154 -0.479588 2.7 -1.6 0.5
C 3.180459 -3.613416 -1.116153 -2.3 -0.5 0.6
C 4.285158 -3.360514 -2.020467 3.7 -3.0 0.6
C 4.124626 -2.360484 -3.067264 -1.9 -2.5 -2.5
C 3.690299 -1.116673 -2.481648 0.4 2.2 1.5
H -1.028128 1.360601 3.642392 1.2 0.3 -0.1
H -0.023952 2.328049 2.459087 -0.8 0.5 0.2
H 0.800812 1.812922 3.777251 0.8 0.0 1.7
H 1.631390 -2.161788 3.513626 -0.5 0.2 -0.5
H 0.579949 -3.983295 4.608683 -1.9 0.9 -0.7
H -1.799113 -4.441995 4.493935 -1.2 0.8 -0.7
H -3.395540 -2.717518 2.943412 0.1 -0.2 0.2
H -3.369183 1.327883 0.851313 -0.8 -0.6 0.5
H -2.725403 1.648445 2.790465 0.8 1.9 0.2
H -3.017488 0.237094 3.642915 -0.3 -0.2 -0.6
H -4.587215 2.140459 4.414663 -0.1 -0.2 -0.6
H -5.355180 0.592550 4.042875 0.3 0.3 -0.2
H -5.117510 2.728901 1.846013 0.4 -0.4 -0.2
H -6.465697 2.643710 2.843960 0.3 -0.9 -0.2
H -6.946831 1.027461 0.961345 0.2 0.3 0.0
H -6.673511 0.187068 2.395909 -1.0 -1.6 1.6
H -5.260892 -0.072411 -0.107277 0.7 0.6 0.3
H -5.169264 -1.083789 1.248852 -0.1 -0.5 0.3
H -3.832808 -2.309680 0.274665 -0.3 -0.9 0.6
H -2.441477 -3.896805 -0.853670 0.3 0.0 -0.3
H -1.503283 -3.486651 0.526667 0.3 0.8 -1.6
H -0.120499 -3.587722 -1.745904 0.5 -0.5 0.0
H -0.079364 -1.971777 -0.952905 -0.1 -0.6 -0.8
H -1.590211 -2.798137 -3.573470 0.6 0.9 1.1
H -0.309240 -1.485656 -3.307591 -1.3 -1.2 0.5
H -2.794980 -0.722996 -3.446443 0.0 0.5 -1.0
H -1.780956 -0.031206 -2.185330 -0.2 -0.5 -0.3
H -4.110942 -2.003792 -2.145386 0.4 -0.6 0.5
H -4.013791 -0.517447 -1.333887 0.5 -0.3 -0.4
H 2.798307 0.041469 4.106769 1.1 -0.2 -1.3
H 5.377997 0.086628 3.673205 -0.7 0.1 0.9
H 6.366846 0.567651 1.753215 -0.9 -0.3 -0.5
H 5.166640 0.742650 -0.275634 -1.6 0.2 -0.1
H 3.684098 1.741391 -1.549223 -0.4 0.3 -0.7
H 1.403547 1.059659 -3.298081 0.3 0.8 -0.3
H 2.964167 1.829678 -3.779800 0.0 -0.6 -0.1
H 0.640564 3.499284 -2.908548 0.3 -0.3 0.1
H 1.283993 3.310176 -4.548082 0.6 -0.2 0.7
H 2.240960 5.334058 -3.425099 0.2 0.7 0.0
H 3.560368 4.247501 -3.545880 -0.3 0.1 -0.2
H 1.940519 5.233547 -1.103807 0.2 -0.3 0.2
H 3.616991 4.817630 -1.180606 -0.7 0.2 -0.6
H 1.144484 3.083112 -0.698387 -0.7 -0.1 0.1
H 2.629449 3.088599 0.106857 0.4 0.3 0.9
H 1.537466 -1.406678 -2.235383 0.6 -0.2 0.5
H 1.818920 -2.616114 0.184995 -0.8 0.7 -0.1
H 3.420876 -1.873572 0.182882 -0.7 -0.5 -0.5
H 2.324333 -4.144168 -1.630839 0.8 0.5 0.4
H 3.631584 -4.336127 -0.412987 -1.0 0.6 0.5
H 4.804033 -4.392045 -2.316886 -1.5 2.0 -0.1
H 5.132326 -3.010349 -1.364011 -0.5 0.2 -0.4
H 3.240682 -2.501279 -3.741349 0.8 -1.3 -0.1
H 5.044447 -2.483117 -3.637818 -0.1 1.4 -0.4
H 3.542797 -0.433578 -3.317377 0.0 0.6 0.5
H 4.544202 -0.889810 -1.856235 0.1 1.3 0.4
F -1.399883 2.367007 0.374823 0.2 0.6 -0.9
Sb -2.103684 3.138909 -1.456720 -0.5 -1.3 1.3
F -3.151400 1.615868 -1.313954 -0.6 -0.3 -0.1
F -0.764711 1.806395 -2.112549 -0.2 0.8 0.0
F -2.776647 3.643094 -3.067817 -0.1 0.1 -0.8
F -3.110115 4.163812 -0.323468 -0.5 0.3 0.2
F -0.726077 4.323983 -1.417903 1.5 1.0 0.0
```
Positions in Å, forces in eV/Å.